# 1
Here is a 3-piece molecular cluster, C3H7O2 overall from the Open Molecules 2025 dataset. Energies are from ωB97M-V with the def2-TZVPD basis set.

Output
ΔE to the lowest compared entry with this formula, charge and spin ... 403.9 kJ/mol
Max |F| ... 2.65 eV/Å
Electronic energy ... -7316.765 eV
Lowest unoccupied orbital energy ... 4.143 eV
Frontier orbital gap ... 6.34 eV
Net charge ... -1

Each atom is followed by the atoms it is bonded to, with distances in Å.
Atoms and positions in Å:
1 H -0.59 -0.08 2.13  C7 1.087
2 H 3.32 0.66 -3.26  H12 0.738
3 H 0.66 0.09 -1.07  C10 1.118
4 O -2.38 -0.40 -0.40  C6 1.257
5 O 1.87 1.52 -0.11  C10 1.198
6 C -1.93 -0.97 0.62  O4 1.257, C7 1.391, H11 1.142
7 C -1.51 -0.61 1.90  H1 1.087, C6 1.391, H9 1.087
8 H -0.07 1.00 0.28  C10 1.115
9 H -1.72 -1.32 2.69  C7 1.087
10 C 0.88 0.87 -0.30  H3 1.118, O5 1.198, H8 1.115
11 H -2.10 -2.10 0.60  C6 1.142
12 H 3.58 1.33 -3.08  H2 0.738

=====

# 2
Here is an isolated ion of composition C3H7O2 and charge -1 from the Open Molecules 2025 dataset. Energies are from ωB97M-V with the def2-TZVPD basis set.

Output
ΔE to the lowest compared entry with this formula, charge and spin ... 330.4 kJ/mol
Max |F| ... 5.00 eV/Å
Electronic energy ... -7317.527 eV
Lowest unoccupied orbital energy ... 4.064 eV
Frontier orbital gap ... 6.63 eV
Net charge ... -1

Each atom is followed by the atoms it is bonded to, with distances in Å.
Atoms and positions in Å:
1 H 0.46 1.75 -1.19  C8 1.220
2 H -1.07 -2.15 0.70  O11 0.964
3 H 1.48 1.36 0.25  C8 1.185
4 H 1.33 -1.43 -0.17  C12 1.176
5 O -0.16 2.54 0.76  C8 1.253
6 H 0.29 -0.85 -1.40  C12 1.062
7 C -0.30 0.13 0.27  C8 1.698, H9 1.149, H10 1.230, C12 1.458
8 C 0.36 1.67 0.02  H1 1.220, H3 1.185, O5 1.253, C7 1.698
9 H -0.50 -0.07 1.39  C7 1.149
10 H -1.45 0.41 -0.09  C7 1.230
11 O -0.68 -2.29 -0.17  H2 0.964, C12 1.534
12 C 0.23 -1.07 -0.36  H4 1.176, H6 1.062, C7 1.458, O11 1.534

=====

# 3
Here is an isolated ion of composition C3H7O2 and charge +1 from the Open Molecules 2025 dataset. Energies are from ωB97M-V with the def2-TZVPD basis set.

Output
ΔE to the lowest compared entry with this formula, charge and spin ... 103.9 kJ/mol
Max |F| ... 4.76 eV/Å
Electronic energy ... -7310.078 eV
Lowest unoccupied orbital energy ... -5.678 eV
Frontier orbital gap ... 11.71 eV
Net charge ... +1

Each atom is followed by the atoms it is bonded to, with distances in Å.
Atoms and positions in Å:
1 H -1.94 -0.63 0.86  C9 1.128
2 O 0.12 1.42 -0.40  H3 0.959, C12 1.311
3 H -0.26 1.24 -1.26  O2 0.959
4 H -1.74 -0.39 -0.89  C9 1.109
5 O 1.01 -0.40 0.72  C6 1.209, C12 1.563
6 C 2.05 -0.25 0.12  O5 1.209, H7 1.033, H8 1.192
7 H 2.17 0.52 -0.56  C6 1.033
8 H 2.87 -1.07 0.38  C6 1.192
9 C -1.17 -0.58 0.04  H1 1.128, H4 1.109, H11 1.112, C12 1.530
10 H -0.51 0.97 1.42  C12 1.058
11 H -0.65 -1.56 -0.02  C9 1.112
12 C -0.23 0.53 0.50  O2 1.311, O5 1.563, C9 1.530, H10 1.058

=====

# 4
Here is a 2-piece molecular cluster, C3H7O2S overall from the Open Molecules 2025 dataset. Energies are from ωB97M-V with the def2-TZVPD basis set.

Output
ΔE to the lowest compared entry with this formula, charge and spin ... 151.3 kJ/mol
Max |F| ... 1.82 eV/Å
Electronic energy ... -18155.046 eV
Lowest unoccupied orbital energy ... 3.007 eV
Frontier orbital gap ... 5.77 eV
Net charge ... -1

Each atom is followed by the atoms it is bonded to, with distances in Å.
Atoms and positions in Å:
1 H -1.91 -1.76 -0.27  C13 1.110
2 S -1.76 0.50 1.21  C8 1.907
3 H 3.06 4.68 -1.84  O10 0.985
4 C -0.72 -2.49 1.34  H5 1.118, O7 1.218, C13 1.486
5 H -0.87 -1.81 2.21  C4 1.118
6 H 0.66 -0.41 0.76  C8 1.123
7 O -0.68 -3.70 1.45  C4 1.218
8 C -0.33 -0.32 0.25  S2 1.907, H6 1.123, H11 1.102, C13 1.525
9 H -0.22 -2.32 -0.61  C13 1.088
10 O 2.15 5.00 -2.02  H3 0.985, H12 0.971
11 H -0.15 0.17 -0.73  C8 1.102
12 H 1.63 4.20 -1.80  O10 0.971
13 C -0.85 -1.74 0.06  H1 1.110, C4 1.486, C8 1.525, H9 1.088